(1)
Density functional theory data (ωB97M-V/def2-TZVPD) for the molecule C5H10INOS at a distorted geometry.

Properties
* HOMO energy: -8.276 eV
* E_LUMO: 0.16 eV
* SMILES: CS[C@H]1COCCN1I
* orbital gap: 8.44 eV
* energy: -1022.2686 Eh

The geometry in XYZ format:
```
19
C5H10INOS (ωB97M-V/def2-TZVPD)
C -0.546 -3.141 0.012
S 0.175 -1.579 -0.740
C 0.025 -0.461 0.585
C 1.294 0.425 0.940
O 1.768 1.102 -0.154
C 0.867 2.148 -0.554
C -0.517 1.593 -0.902
N -1.063 0.770 0.147
I -2.937 -0.018 -0.049
H -0.947 -3.676 -0.966
H -1.337 -2.698 0.654
H 0.412 -3.596 0.424
H -0.491 -0.817 1.406
H 1.103 1.240 1.764
H 1.982 -0.343 1.217
H 1.215 2.737 -1.345
H 0.701 3.006 0.319
H -1.158 2.369 -0.998
H -0.545 0.940 -1.760
```

=====

(2)
Density functional theory data (ωB97M-V/def2-TZVPD) for a structure of composition C5H10IrO2 at a distorted geometry.

Properties
* HOMO energy (spin up / spin down): -12.458 / -14.240 eV
* E_LUMO (spin up / spin down): -3.50 / -7.55 eV
* spin multiplicity: 5
* charge: +1
* orbital gap (spin up / spin down): 8.95 / 6.69 eV
* energy: -450.7713 Eh

The geometry in XYZ format:
```
18
C5H10IrO2 (ωB97M-V/def2-TZVPD)
C -0.912 1.122 2.290
O 0.343 1.747 1.908
C 1.291 0.887 1.356
C 1.165 0.687 -0.142
O 0.056 -0.176 -0.478
C 0.003 -0.548 -1.803
C -0.524 -1.704 -2.189
H -0.768 0.662 3.290
H -1.606 1.966 2.449
H 1.295 -0.098 1.860
H 2.281 1.340 1.519
H 2.083 0.215 -0.520
H 1.020 1.654 -0.646
H 0.397 0.201 -2.494
H -1.144 -2.304 -1.523
H -0.324 -2.066 -3.196
H -2.992 -1.115 0.929
Ir -1.573 -0.202 0.735
```

=====

(3)
Density functional theory data (ωB97M-V/def2-TZVPD) for a structure of composition C5H10LuOP at a distorted geometry.

Properties
* HOMO energy (spin up / spin down): -5.387 / -5.390 eV
* E_LUMO (spin up / spin down): -0.25 / -0.24 eV
* orbital gap (spin up / spin down): 5.14 / 5.15 eV
* energy: -1848.3596 Eh

The geometry in XYZ format:
```
18
C5H10LuOP (ωB97M-V/def2-TZVPD)
C 1.240 -1.363 -0.353
C 0.804 -2.759 -0.152
C -0.443 -3.018 -0.716
C -0.775 -1.912 -1.494
C 0.102 -0.739 -1.290
Lu 0.090 1.106 1.035
P 1.698 2.939 0.128
H 2.317 -1.054 -0.548
H 1.325 -3.463 0.500
H -1.167 -3.757 -0.317
H 0.460 -0.042 -2.107
H -1.639 -1.924 -2.197
H 1.835 3.455 -1.220
H 2.973 2.573 0.830
H 0.820 3.738 1.114
O -1.975 0.599 0.477
H -2.775 1.117 0.738
H -2.216 -0.266 0.056
```

=====

(4)
Density functional theory data (ωB97M-V/def2-TZVPD) for the molecule C5H10N at a distorted geometry.

Properties
* HOMO energy (spin up / spin down): -6.406 / -8.139 eV
* E_LUMO (spin up / spin down): 1.26 / 0.92 eV
* spin multiplicity: 2
* orbital gap (spin up / spin down): 7.67 / 9.06 eV
* energy: -251.1422 Eh

The geometry in XYZ format:
```
16
C5H10N (ωB97M-V/def2-TZVPD)
C -0.974 2.530 0.222
C -0.130 1.371 0.878
C -0.557 -0.025 0.336
C 0.444 -0.931 0.240
N 0.277 -1.974 -0.705
C 1.229 -2.855 -1.080
H -0.283 3.245 -0.241
H -1.386 3.060 1.082
H -1.662 2.119 -0.517
H -0.374 1.376 1.929
H 0.922 1.507 0.654
H -1.563 -0.051 -0.064
H 1.228 -1.107 0.966
H -0.454 -1.763 -1.366
H 2.284 -2.642 -0.922
H 1.000 -3.860 -1.413
```

=====

(5)
Density functional theory data (ωB97M-V/def2-TZVPD) for the ion C5H10N with charge +1 at a distorted geometry.

Properties
* HOMO energy: -13.594 eV
* E_LUMO: -7.24 eV
* charge: +1
* orbital gap: 6.35 eV
* energy: -250.8656 Eh

The geometry in XYZ format:
```
16
C5H10N (ωB97M-V/def2-TZVPD)
C -0.040 0.643 -0.655
C -0.074 -0.109 0.694
C -0.743 -1.415 0.851
C -0.178 -2.601 1.548
C 0.598 2.585 -1.819
N 0.478 1.788 -0.657
H 1.030 -0.156 0.985
H -0.472 0.360 -1.556
H -0.632 0.771 1.342
H -1.697 -1.560 0.259
H -0.876 -3.451 1.345
H -0.242 -2.459 2.605
H 0.833 -2.857 1.353
H -0.115 3.409 -1.575
H 1.567 2.979 -1.959
H 0.561 2.075 -2.759
```

=====

(6)
Density functional theory data (ωB97M-V/def2-TZVPD) for a cluster of 2 separate species, C5H10N in total at a distorted geometry.

Properties
* HOMO energy: -13.758 eV
* E_LUMO: -4.43 eV
* charge: +1
* orbital gap: 9.33 eV
* energy: -250.8674 Eh

The geometry in XYZ format:
```
16
C5H10N (ωB97M-V/def2-TZVPD)
C 1.888 -0.621 0.033
C 0.670 -1.475 -0.254
C -0.198 -0.835 0.606
C 0.729 0.235 0.462
C 0.451 1.643 0.183
N -2.051 -0.101 -0.303
H 2.524 -0.937 0.832
H 2.585 -0.587 -0.953
H 0.349 -1.855 -1.208
H -0.920 -1.205 1.281
H 1.452 2.061 0.008
H 0.007 1.938 1.168
H -0.239 1.837 -0.561
H -2.166 -0.436 -1.175
H -2.256 0.887 -0.355
H -2.824 -0.548 0.236
```

=====

(7)
Density functional theory data (ωB97M-V/def2-TZVPD) for the ion C5H10N with charge +1 at a distorted geometry.

Properties
* HOMO energy: -14.933 eV
* E_LUMO: -3.48 eV
* SMILES: C[C@@H]1[C@H]2C[NH2+][C@@H]12
* charge: +1
* orbital gap: 11.46 eV
* energy: -250.9201 Eh

The geometry in XYZ format:
```
16
C5H10N (ωB97M-V/def2-TZVPD)
C 2.238 0.023 0.025
C 0.789 0.068 0.467
C -0.140 -0.795 -0.436
C -1.504 -0.776 0.167
N -1.528 0.766 0.138
C -0.202 0.711 -0.473
H 2.241 0.565 -0.974
H 2.489 -1.058 0.090
H 2.979 0.574 0.686
H 0.712 0.224 1.579
H 0.170 -1.463 -1.134
H -2.392 -1.160 -0.513
H -1.712 -1.324 1.111
H -2.305 0.892 -0.483
H -1.884 1.337 0.943
H 0.050 1.414 -1.192
```

=====

(8)
Density functional theory data (ωB97M-V/def2-TZVPD) for the ion C5H10N with charge +1 at a distorted geometry.

Properties
* HOMO energy: -15.428 eV
* E_LUMO: -2.90 eV
* SMILES: C[N@H+]1[C@@H]2C[C@@]21C
* charge: +1
* orbital gap: 12.53 eV
* energy: -250.9116 Eh

The geometry in XYZ format:
```
16
C5H10N (ωB97M-V/def2-TZVPD)
C 1.646 -0.146 0.950
N 0.543 -0.755 0.159
C -0.823 -0.667 0.712
C -1.539 -1.061 -0.546
C -0.540 0.086 -0.478
C -0.333 1.488 -0.930
H 2.207 0.581 0.404
H 1.250 0.336 1.903
H 2.212 -0.989 1.217
H 0.786 -1.632 -0.311
H -0.863 -0.346 1.791
H -1.277 -1.954 -1.071
H -2.477 -0.608 -0.558
H -1.056 1.845 -1.819
H 0.696 1.544 -1.319
H -0.432 2.278 -0.106
```

=====

(9)
Density functional theory data (ωB97M-V/def2-TZVPD) for a cluster of 2 separate species, C5H10N in total at a distorted geometry.

Properties
* HOMO energy: -12.897 eV
* E_LUMO: -5.30 eV
* charge: +1
* orbital gap: 7.60 eV
* energy: -250.9181 Eh

The geometry in XYZ format:
```
16
C5H10N (ωB97M-V/def2-TZVPD)
C -0.131 -1.968 1.525
C -0.407 -0.626 1.447
C -1.152 -0.150 0.225
C -1.371 1.183 0.011
H -0.407 -2.586 0.652
H 0.546 -2.446 2.267
H -0.112 0.138 2.188
H -1.421 -0.905 -0.552
H -1.779 1.624 -0.883
H -0.940 1.883 0.736
C 1.308 0.474 -0.675
N 1.011 0.787 -1.897
H 1.352 1.159 0.170
H 1.703 -0.508 -0.440
H 1.022 0.149 -2.719
H 0.776 1.793 -2.055
```

=====

(10)
Density functional theory data (ωB97M-V/def2-TZVPD) for the ion C5H10N with charge +1 at a distorted geometry.

Properties
* HOMO energy: -15.111 eV
* E_LUMO: -4.94 eV
* SMILES: CC1(C=[NH2+])CC1
* charge: +1
* orbital gap: 10.17 eV
* energy: -250.8706 Eh

The geometry in XYZ format:
```
16
C5H10N (ωB97M-V/def2-TZVPD)
C -0.905 0.843 -1.393
C 0.092 0.092 -0.489
C -0.069 0.209 1.364
N -0.563 0.716 2.544
C 0.357 -1.381 -0.680
C 1.476 -0.382 -0.809
H -0.537 0.533 -2.307
H -0.937 1.853 -1.268
H -1.869 0.345 -1.426
H 0.582 -0.599 1.670
H -1.151 1.470 2.454
H -0.328 0.476 3.460
H -0.195 -1.822 -1.550
H 0.241 -2.165 0.034
H 2.057 -0.268 0.155
H 1.749 0.081 -1.758
```

=====

(11)
Density functional theory data (ωB97M-V/def2-TZVPD) for the ion C5H10N with charge +1 at a distorted geometry.

Properties
* HOMO energy (spin up / spin down): -10.092 / -16.570 eV
* E_LUMO (spin up / spin down): -4.77 / -7.29 eV
* spin multiplicity: 3
* charge: +1
* orbital gap (spin up / spin down): 5.32 / 9.28 eV
* energy: -250.8012 Eh

The geometry in XYZ format:
```
16
C5H10N (ωB97M-V/def2-TZVPD)
C 1.704 -0.519 -0.475
C 0.290 -0.961 -0.248
C 2.230 0.250 0.461
C -0.746 0.066 0.076
C -2.135 -0.253 0.208
N -0.316 1.316 -0.013
H 2.222 -0.725 -1.386
H 0.152 -1.797 0.429
H 3.194 0.591 0.331
H 1.633 0.685 1.241
H -0.161 -1.397 -1.173
H -2.469 -0.245 1.181
H -2.475 -1.328 0.008
H -2.708 0.669 -0.289
H -0.951 2.096 0.185
H 0.536 1.551 -0.535
```

=====

(12)
Density functional theory data (ωB97M-V/def2-TZVPD) for the molecule C5H10N2 at a distorted geometry.

Properties
* HOMO energy: -9.125 eV
* E_LUMO: 0.89 eV
* orbital gap: 10.01 eV
* energy: -305.9227 Eh

The geometry in XYZ format:
```
17
C5H10N2 (ωB97M-V/def2-TZVPD)
C 1.049 0.344 0.118
C 0.372 -1.011 -0.186
C -2.029 -0.625 0.398
C 0.437 1.585 -0.502
N -0.776 -1.320 0.636
C 2.782 0.058 -1.093
N 2.749 0.361 0.043
H -0.541 -1.354 1.620
H 1.086 0.458 1.204
H 1.107 -1.803 -0.030
H 0.072 -1.041 -1.235
H -2.823 -1.134 0.946
H -2.262 -0.668 -0.667
H -2.036 0.433 0.699
H 0.544 1.590 -1.585
H 0.895 2.485 -0.099
H -0.626 1.642 -0.266
```

=====

(13)
Density functional theory data (ωB97M-V/def2-TZVPD) for a structure of composition C5H10N2 at a distorted geometry.

Properties
* HOMO energy: -8.428 eV
* E_LUMO: 1.16 eV
* orbital gap: 9.58 eV
* energy: -305.8781 Eh

The geometry in XYZ format:
```
17
C5H10N2 (ωB97M-V/def2-TZVPD)
C -0.010 -1.544 -0.689
C 0.697 0.956 -1.296
C 0.241 0.744 0.206
C -0.897 -0.092 1.654
C -0.651 -0.556 0.212
H 0.930 -2.034 -0.187
H -0.734 -2.367 -0.847
H 1.384 -0.711 -2.027
H 1.725 1.352 -1.462
H 0.036 1.607 -1.773
H 1.296 0.663 0.789
H -0.383 2.078 1.733
H -0.093 -0.438 2.340
H -1.783 -0.389 2.168
H -1.590 -0.135 -0.236
N 0.542 -0.487 -1.686
N -0.712 1.355 1.102
```

=====

(14)
Density functional theory data (ωB97M-V/def2-TZVPD) for the molecule C5H10N2 at a distorted geometry.

Properties
* HOMO energy: -7.909 eV
* E_LUMO: 1.11 eV
* SMILES: N[C@@H]1CCN2C[C@@H]12
* orbital gap: 9.02 eV
* energy: -305.7714 Eh

The geometry in XYZ format:
```
17
C5H10N2 (ωB97M-V/def2-TZVPD)
N -2.166 -0.744 -0.096
C -0.892 -0.378 0.282
C -0.680 1.304 0.153
C 0.723 1.563 -0.239
N 1.119 0.131 0.097
C 1.894 -1.147 0.041
C 0.339 -0.863 -0.158
H -2.452 -1.767 0.066
H -2.432 -0.386 -0.954
H -0.622 -0.478 1.317
H -1.595 1.901 -0.454
H -1.022 1.551 1.276
H 0.814 2.012 -1.230
H 1.288 2.107 0.591
H 2.397 -1.290 -0.889
H 2.381 -1.238 1.175
H 0.275 -0.991 -1.379
```

=====

(15)
Density functional theory data (ωB97M-V/def2-TZVPD) for the molecule C5H10N2 at a distorted geometry.

Properties
* HOMO energy: -8.787 eV
* E_LUMO: 0.05 eV
* SMILES: C=NC(=C)CCN
* orbital gap: 8.84 eV
* energy: -305.9152 Eh

The geometry in XYZ format:
```
17
C5H10N2 (ωB97M-V/def2-TZVPD)
C -1.512 0.943 1.905
N -0.363 0.900 1.342
C 0.119 -0.262 0.670
C -0.035 -1.576 0.968
C 1.278 0.104 -0.216
C 0.754 0.628 -1.633
N -0.450 -0.089 -2.089
H -1.696 1.942 2.264
H -2.183 0.112 2.094
H 0.765 -2.291 1.083
H -1.082 -1.835 1.169
H 2.086 -0.642 -0.296
H 1.806 0.945 0.264
H 1.421 0.676 -2.484
H 0.359 1.615 -1.347
H -1.143 -0.150 -1.360
H -0.124 -1.018 -2.336
```

=====

(16)
Density functional theory data (ωB97M-V/def2-TZVPD) for the molecule C5H10N2 at a distorted geometry.

Properties
* HOMO energy: -7.083 eV
* E_LUMO: -2.86 eV
* orbital gap: 4.22 eV
* energy: -305.7677 Eh

The geometry in XYZ format:
```
17
C5H10N2 (ωB97M-V/def2-TZVPD)
C -0.881 0.561 1.438
C -0.415 0.972 0.055
C 0.367 -0.098 -0.709
C 1.525 -0.875 -0.104
C -0.040 -0.517 -1.948
N -1.048 -0.069 -2.700
N 0.171 0.634 2.382
H -1.142 -0.678 1.149
H -1.861 0.962 1.789
H -1.240 1.320 -0.613
H 0.343 1.777 0.241
H 1.204 -1.668 0.608
H 2.245 -1.371 -0.725
H 0.458 -1.333 -2.397
H -1.922 0.162 -2.252
H 2.365 -0.354 0.421
H -0.129 0.575 3.367
```

=====

(17)
Density functional theory data (ωB97M-V/def2-TZVPD) for the ion C5H10N2 with charge +2 at a distorted geometry.

Properties
* HOMO energy: -20.584 eV
* E_LUMO: -10.94 eV
* SMILES: C[N+]1(C)C=C[NH+]=C1
* charge: +2
* orbital gap: 9.64 eV
* energy: -305.2445 Eh

The geometry in XYZ format:
```
17
C5H10N2 (ωB97M-V/def2-TZVPD)
C 1.604 0.401 0.278
N 0.178 0.048 0.212
C -0.277 -0.143 1.593
C 0.052 -1.119 -0.565
C -0.750 -0.799 -1.621
N -1.239 0.537 -1.401
C -0.621 1.072 -0.422
H 1.676 1.267 0.803
H 2.057 -0.426 0.925
H 1.986 0.319 -0.689
H -1.001 -0.949 1.546
H 0.510 -0.410 2.228
H -0.785 0.789 1.802
H 0.506 -2.126 -0.296
H -1.275 -1.496 -2.332
H -1.735 1.079 -2.145
H -0.888 1.956 0.084
```

=====

(18)
Density functional theory data (ωB97M-V/def2-TZVPD) for a structure of composition C5H10N2O at a distorted geometry.

Properties
* HOMO energy: -7.891 eV
* E_LUMO: 0.93 eV
* orbital gap: 8.82 eV
* energy: -381.1405 Eh

The geometry in XYZ format:
```
18
C5H10N2O (ωB97M-V/def2-TZVPD)
C 1.726 0.088 -0.427
C -0.486 -1.561 -0.469
C 2.445 0.639 0.773
N -0.104 -0.231 -0.072
C -0.592 0.930 -0.209
C -2.468 0.633 0.254
N -3.157 -0.400 0.196
O -0.299 2.084 -0.256
H -4.177 -0.300 0.180
H -2.866 1.634 0.485
H 1.729 0.751 -1.290
H 2.035 -0.918 -0.698
H -0.195 -1.740 -1.506
H -1.563 -1.685 -0.369
H 0.030 -2.273 0.175
H 2.100 1.645 1.009
H 2.319 -0.002 1.646
H 3.521 0.707 0.580
```

=====

(19)
Density functional theory data (ωB97M-V/def2-TZVPD) for the molecule C5H10N2O at a distorted geometry.

Properties
* HOMO energy: -8.090 eV
* E_LUMO: 0.96 eV
* SMILES: C=C(C)N(C)/C=N/O
* orbital gap: 9.05 eV
* energy: -381.1778 Eh

The geometry in XYZ format:
```
18
C5H10N2O (ωB97M-V/def2-TZVPD)
C -0.619 -1.920 0.158
C 0.231 -0.908 0.055
C 1.590 -1.009 -0.563
N -0.083 0.385 0.554
C -0.403 0.519 1.951
C -0.469 1.332 -0.329
N -0.391 1.156 -1.588
O -0.798 2.277 -2.342
H -1.586 -1.800 0.612
H -0.361 -2.908 -0.182
H 1.748 -1.997 -0.990
H 1.675 -0.259 -1.346
H 2.357 -0.814 0.180
H -0.315 1.561 2.252
H -1.417 0.177 2.186
H 0.305 -0.078 2.527
H -0.852 2.265 0.111
H -0.613 2.022 -3.248
```

=====

(20)
Density functional theory data (ωB97M-V/def2-TZVPD) for a cluster of 2 separate species, C5H10N2O in total.

Properties
* HOMO energy: -8.863 eV
* E_LUMO: 0.94 eV
* SMILES: [H]/N=C/[C@@H](C)O.C=C=N
* orbital gap: 9.81 eV
* energy: -381.1903 Eh

The geometry in XYZ format:
```
18
C5H10N2O (ωB97M-V/def2-TZVPD)
H 1.571 1.852 0.633
N 0.614 1.488 0.680
C 0.267 0.783 -0.298
C -1.129 0.233 -0.378
C -2.023 1.288 -1.045
O -1.189 -0.998 -1.060
H 0.896 0.553 -1.167
H -1.496 0.032 0.632
H -2.005 2.207 -0.468
H -1.674 1.498 -2.057
H -3.045 0.919 -1.099
H -0.895 -0.862 -1.969
C 2.136 -1.001 1.971
C 1.603 -1.629 0.973
N 1.230 -2.113 -0.071
H 2.940 -1.436 2.542
H 1.744 -0.054 2.292
H 0.455 -2.760 -0.111
```